[1]
Formula: CaH10N3O14
Source: the Open Molecules 2025 dataset
Level of theory: ωB97M-V with the def2-TZVPD basis set

The electronic energy comes out at -1901.14237 Eh. The value obtained for the energy relative to the best compared isomer or geometry (same formula, charge and spin) is 0.0 kcal per mole. The strongest force on any atom is 0.0809 hartree/bohr.

Geometry as ORCA input:
```
! wB97M-V def2-TZVPD RIJCOSX def2/J DEFGRID3
* xyz -1 1
Ca 0.099 -0.135 0.056
O -0.752 1.041 4.264
O 1.250 1.349 3.580
O 2.453 -0.010 -0.032
O 0.675 0.989 -2.038
O -0.050 -1.897 -1.513
O -0.040 1.854 -3.828
O 0.923 -1.942 1.342
O -1.457 -3.022 -2.694
O 0.447 -3.763 -2.301
O 0.577 2.381 0.531
O -1.843 1.072 -0.594
O -1.781 -1.491 0.667
O -0.292 0.500 2.327
O 0.573 3.191 -2.305
N -0.374 -2.891 -2.115
N 0.069 1.036 3.387
N 0.354 2.034 -2.669
H -0.267 2.715 0.834
H 0.734 2.839 -0.295
H -2.269 1.195 -1.442
H 2.848 0.818 -0.305
H 0.305 -2.673 1.335
H 3.195 -0.552 0.238
H -2.511 1.315 0.048
H -1.657 -2.402 0.403
H -2.677 -1.457 1.003
H 1.467 -2.096 2.115
*
```

[2]
Formula: C16H23BrClNO2
Source: the Open Molecules 2025 dataset
Level of theory: ωB97M-V with the def2-TZVPD basis set

The electronic energy comes out at -3862.89532 Eh. The value obtained for the energy relative to the best compared isomer or geometry (same formula, charge and spin) is 1.9 kcal per mole. As for the structure (SMILES): CC1CCN(CCOCCOc2ccc(Cl)cc2Br)CC1. The strongest force on any atom is 0.0102 hartree/bohr.

Geometry as ORCA input:
```
! wB97M-V def2-TZVPD RIJCOSX def2/J DEFGRID3
* xyz 0 1
Br 4.136 -2.375 -0.619
Cl 9.125 -0.515 0.875
O 0.863 1.314 0.286
O 3.556 0.467 -0.662
N -2.349 -0.571 -0.198
C 7.038 1.116 0.353
C 6.637 -1.247 0.139
C 1.475 1.556 -0.957
C -3.320 0.338 -0.773
C -4.038 -1.646 1.173
C -4.681 -0.351 -0.838
C -0.971 -0.193 -0.405
C -6.468 -1.507 0.513
C -0.537 1.146 0.231
C 5.335 -0.970 -0.216
C 4.848 0.340 -0.296
C 5.726 1.379 -0.007
C -2.701 -0.908 1.166
C 2.969 1.748 -0.715
C -5.132 -0.773 0.560
C 7.489 -0.190 0.426
H -0.337 -0.982 0.008
H 1.052 2.462 -1.418
H -2.784 -0.013 1.809
H 1.340 0.711 -1.643
H -6.385 -2.406 -0.094
H -6.779 -1.798 1.514
H -0.856 1.176 1.275
H -4.299 -1.920 2.197
H -0.807 -0.156 -1.486
H -5.412 0.325 -1.286
H -2.991 0.603 -1.782
H 6.984 -2.267 0.193
H -4.597 -1.236 -1.470
H 3.105 2.275 0.236
H 5.394 2.403 -0.064
H -3.414 1.269 -0.185
H 7.707 1.932 0.576
H -5.247 0.127 1.176
H 3.414 2.333 -1.532
H -3.937 -2.560 0.586
H -7.239 -0.872 0.083
H -1.918 -1.551 1.575
H -0.995 1.991 -0.307
*
```

[3]
Formula: C15H25Cl2NO5Ta
Source: the Open Molecules 2025 dataset
Level of theory: ωB97M-V with the def2-TZVPD basis set

The electronic energy comes out at -1994.74759 Eh. The value obtained for the energy relative to the best compared isomer or geometry (same formula, charge and spin) is 143.2 kcal per mole. The strongest force on any atom is 0.1653 hartree/bohr.

Geometry as ORCA input:
```
! wB97M-V def2-TZVPD RIJCOSX def2/J DEFGRID3
* xyz -1 1
Ta -0.788 -2.502 -2.532
Cl 0.471 1.634 3.815
Cl 3.624 1.217 3.124
O -3.991 0.180 0.663
O -0.845 -0.749 -1.294
O -0.887 -1.378 -4.371
O -0.690 -4.337 -3.700
O -4.900 -1.130 -1.218
N -0.614 -3.777 -0.710
C -0.347 -2.343 1.466
C 1.900 5.358 3.707
C 1.568 2.959 3.651
C 2.925 2.779 3.360
C 1.876 -3.467 -0.060
C -4.200 -1.011 0.095
C 0.452 -0.060 -1.225
C 3.253 5.179 3.422
C 1.059 4.250 3.822
C 1.006 2.621 -1.138
C 3.765 3.892 3.248
C -3.090 -2.663 -2.348
C -3.894 -1.235 -2.321
C 0.148 1.397 -0.463
C 0.262 -3.203 0.190
H -1.340 -4.237 -4.475
H 4.821 3.762 3.025
H 1.080 -2.398 -2.665
H 2.083 -3.878 -1.150
H 2.272 -4.318 0.676
H -4.526 -1.136 -3.328
H -0.863 -3.119 2.177
H -1.161 -1.555 1.168
H 0.005 4.400 4.047
H 0.289 1.266 0.692
H 0.018 -1.467 -4.832
H -1.000 1.653 -0.639
H 3.910 6.041 3.335
H -3.855 -2.001 0.644
H -3.388 -3.337 -1.415
H -3.496 -3.254 -3.302
H 1.291 3.433 -0.345
H 2.534 -2.481 0.068
H 1.500 6.361 3.839
H 1.942 2.129 -1.668
H 0.551 -1.774 1.968
H 0.340 3.101 -1.995
H 0.975 0.125 -2.256
H 1.172 -0.645 -0.477
H -3.218 -0.281 -2.275
*
```

[4]
Formula: C4H7IO2
Source: the Open Molecules 2025 dataset
Level of theory: ωB97M-V with the def2-TZVPD basis set

The electronic energy comes out at -604.69239 Eh. The value obtained for the energy relative to the best compared isomer or geometry (same formula, charge and spin) is 48.3 kcal per mole. The strongest force on any atom is 0.0715 hartree/bohr.

Geometry as ORCA input:
```
! wB97M-V def2-TZVPD RIJCOSX def2/J DEFGRID3
* xyz 0 1
I -3.584 0.363 0.143
O 0.381 0.223 -1.746
O -1.622 -1.899 0.264
C -1.589 -0.734 0.126
C 0.354 0.218 -0.384
C 1.235 -0.906 0.261
C 0.072 1.460 0.338
H -0.306 1.325 1.296
H -0.476 2.020 -0.428
H 0.284 -0.719 -2.020
H 0.644 -1.748 0.526
H 2.100 -1.010 -0.293
H 1.643 -0.602 1.212
H 0.864 2.009 0.704
*
```

[5]
Formula: C3H13N3P
Source: the Open Molecules 2025 dataset
Level of theory: ωB97M-V with the def2-TZVPD basis set

The electronic energy comes out at -627.43364 Eh. The value obtained for the energy relative to the best compared isomer or geometry (same formula, charge and spin) is 44.3 kcal per mole. The strongest force on any atom is 0.0964 hartree/bohr.

Geometry as ORCA input:
```
! wB97M-V def2-TZVPD RIJCOSX def2/J DEFGRID3
* xyz 1 1
P 0.713 1.182 -0.081
N -0.095 0.810 1.268
N -1.780 -0.952 -0.548
N 0.974 2.801 -0.200
C -0.768 -1.875 -0.895
C 2.217 0.231 0.028
C -2.654 -1.312 0.315
H -3.495 -0.767 0.541
H 2.825 0.420 0.941
H 0.313 -1.758 -0.613
H -0.731 -1.832 -1.992
H -0.195 1.061 -1.163
H 2.753 0.344 -0.870
H -2.648 -2.415 0.683
H -0.995 -2.964 -0.642
H 1.909 -0.798 0.366
H 1.905 3.210 0.036
H 0.101 -0.049 1.555
H 0.247 3.221 -0.654
H -0.594 1.445 1.926
*
```

[6]
Formula: C3H3Br2ClO
Source: the Open Molecules 2025 dataset
Level of theory: ωB97M-V with the def2-TZVPD basis set

The electronic energy comes out at -5799.41425 Eh. The value obtained for the energy relative to the best compared isomer or geometry (same formula, charge and spin) is 100.3 kcal per mole. The strongest force on any atom is 0.0679 hartree/bohr.

Geometry as ORCA input:
```
! wB97M-V def2-TZVPD RIJCOSX def2/J DEFGRID3
* xyz 0 1
Br 3.024 1.732 -0.125
Br 3.575 -1.373 -0.594
Cl 2.797 -0.161 2.103
O 0.529 2.048 -0.610
C 0.025 -0.228 -0.258
C -0.068 1.116 0.059
C 2.739 -0.034 0.419
H -0.564 -0.827 0.438
H 0.545 -0.370 -1.156
H -0.636 1.430 0.895
*
```